1.
Entry from OMol25: a cluster of 7 separate species, C28H60BF3N9O10S in total in a non-equilibrium geometry (ωB97M-V/def2-TZVPD).

ORCA input file:
```
! wB97M-V def2-TZVPD RIJCOSX def2/J DEFGRID3
* xyz -1 1
C 1.20 1.17 1.27
C 0.18 2.06 0.59
O 0.80 2.88 -0.41
C -1.01 1.30 -0.04
N -0.87 -0.15 -0.16
C -0.06 -0.64 -1.27
C -0.52 -0.25 -2.68
O 0.56 0.33 -3.40
C 0.20 1.22 -4.42
O 1.20 2.12 -4.63
B 1.30 2.46 -6.08
C 0.51 3.85 -6.39
N 1.03 4.54 -7.60
O 0.64 1.24 -6.73
C 0.02 0.50 -5.81
N 0.54 -0.92 -5.72
C 1.54 -1.25 -6.29
S 2.83 -1.70 -7.05
C -1.46 0.33 -6.18
F -2.16 -0.32 -5.23
F -1.62 -0.36 -7.32
F -2.06 1.51 -6.35
H 1.80 1.77 1.95
H 1.89 0.76 0.53
H 0.71 0.37 1.82
H -0.23 2.71 1.36
H 0.86 3.78 -0.08
H -1.88 1.48 0.60
H -1.23 1.79 -1.00
H -1.79 -0.57 -0.23
H 0.98 -0.33 -1.15
H -0.07 -1.73 -1.19
H -1.37 0.44 -2.64
H -0.84 -1.15 -3.22
H -0.75 1.73 -4.16
H 2.46 2.56 -6.47
H -0.57 3.70 -6.55
H 0.60 4.47 -5.49
H 2.03 4.64 -7.50
H 0.66 5.49 -7.65
C 0.23 1.23 -9.94
C 0.89 1.71 -11.22
O 1.61 2.69 -11.29
N 0.64 0.97 -12.35
C -0.18 -0.22 -12.47
H 0.48 1.89 -9.12
H -0.86 1.22 -10.07
H 0.56 0.22 -9.70
H 1.10 1.32 -13.17
H 0.42 -1.07 -12.82
H -1.00 -0.06 -13.18
H -0.60 -0.48 -11.51
C -0.53 2.93 5.86
C -1.33 2.82 4.59
O -0.79 2.65 3.51
N -2.69 2.92 4.68
C -3.49 3.11 5.87
H 0.52 2.83 5.60
H -0.69 3.90 6.35
H -0.80 2.14 6.56
H -3.16 2.83 3.80
H -4.17 2.28 6.03
H -4.07 4.03 5.80
H -2.84 3.19 6.74
C 8.16 1.22 -7.78
C 7.17 0.07 -7.75
O 7.52 -1.07 -8.04
N 5.91 0.36 -7.37
C 5.34 1.64 -7.00
H 9.12 0.83 -8.10
H 7.83 1.99 -8.49
H 8.26 1.68 -6.80
H 5.28 -0.43 -7.36
H 4.94 1.60 -5.98
H 4.52 1.91 -7.66
H 6.10 2.42 -7.04
C -0.19 -2.74 5.08
C 0.32 -1.96 3.89
O 1.11 -1.04 3.98
N -0.17 -2.32 2.67
C -1.11 -3.38 2.37
H 0.28 -2.34 5.98
H -1.27 -2.66 5.18
H 0.06 -3.80 5.00
H 0.16 -1.75 1.91
H -0.67 -4.10 1.68
H -2.01 -2.98 1.90
H -1.39 -3.90 3.27
C -2.13 -5.01 8.66
C -2.77 -4.77 7.32
O -2.16 -4.87 6.27
N -4.10 -4.43 7.31
C -4.98 -4.26 8.45
H -1.09 -5.27 8.50
H -2.17 -4.12 9.29
H -2.62 -5.83 9.19
H -4.47 -4.28 6.39
H -5.82 -4.95 8.40
H -5.37 -3.24 8.49
H -4.43 -4.46 9.36
C -0.11 -2.15 13.08
C -1.18 -2.51 12.09
O -1.00 -3.37 11.23
N -2.37 -1.85 12.17
C -2.74 -0.81 13.11
H 0.76 -2.77 12.87
H 0.17 -1.10 13.00
H -0.44 -2.34 14.11
H -3.04 -2.13 11.48
H -3.61 -1.12 13.70
H -2.99 0.11 12.60
H -1.92 -0.61 13.80
*
```

Its HOMO-LUMO gap is 6.073 eV. As for the HOMO energy: -4.99 eV. The value obtained for the energy relative to the best compared isomer or geometry (same formula, charge and spin) is 0.000 eV. The molar mass comes out at 782.71 g mol⁻¹. The calculated total energy comes out at -83564.2091 eV.

Löwdin atomic charge list, values in e, 8 entries: -0.05 -0.41 -0.04 -0.17 -0.07 -0.18 -0.19 -0.05

=====

2.
Entry from OMol25: a cluster of 2 separate species, CH4N3O2 in total in a non-equilibrium geometry (ωB97M-V/def2-TZVPD).

ORCA input file:
```
! wB97M-V def2-TZVPD RIJCOSX def2/J DEFGRID3
* xyz -1 1
C 1.91 -0.59 0.15
N 0.14 0.35 -0.92
N -2.53 0.24 0.73
N 0.97 -0.70 -0.86
O -2.24 -0.31 -0.40
O 1.98 0.39 0.90
H 2.40 -1.59 0.33
H 0.42 0.96 -0.19
H -0.93 -0.01 -0.68
H -2.12 1.25 0.91
*
```

Its HOMO-LUMO gap (alpha / beta) is 7.363 / 5.834 eV. As for the HOMO energy (alpha / beta): -3.14 / -2.69 eV. The value obtained for the energy relative to the best compared isomer or geometry (same formula, charge and spin) is 3.500 eV. The molar mass comes out at 90.06 g mol⁻¹. The calculated total energy comes out at -9663.4207 eV.

Löwdin atomic charge list, values in e, 8 entries: -0.41 0.01 -0.22 -0.06 -0.37 -0.08 0.10 0.03

=====

3.
Entry from OMol25: a cluster of 2 separate species, C9H14 in total (ωB97M-V/def2-TZVPD).

ORCA input file:
```
! wB97M-V def2-TZVPD RIJCOSX def2/J DEFGRID3
* xyz 1 2
C 0.50 -0.61 -2.99
C 1.28 -1.77 -3.62
H 0.33 0.19 -3.71
H -0.47 -0.99 -2.65
H 1.04 -0.19 -2.14
H 1.46 -2.53 -2.86
H 2.22 -1.40 -4.03
H 0.72 -2.23 -4.44
C -0.48 2.70 0.47
C -0.87 0.22 0.10
C -0.40 1.30 0.92
C -0.73 -1.06 0.52
C -0.17 -1.34 1.80
C 0.16 0.99 2.20
C 0.28 -0.30 2.62
H -1.31 0.42 -0.86
H -1.09 -1.85 -0.12
H -0.23 2.73 -0.59
H 0.25 3.32 0.98
H -0.12 -2.38 2.10
H 0.52 1.79 2.83
H 0.70 -0.54 3.59
H -1.47 3.14 0.63
*
```

Its HOMO-LUMO gap (alpha / beta) is 10.341 / 6.409 eV. As for the HOMO energy (alpha / beta): -14.71 / -14.71 eV. The value obtained for the energy relative to the best compared isomer or geometry (same formula, charge and spin) is 0.033 eV. The molar mass comes out at 122.21 g mol⁻¹. The calculated total energy comes out at -9551.4082 eV.

Löwdin atomic charge list, values in e, 8 entries: -0.19 -0.15 0.07 0.05 0.05 0.06 0.07 0.07

=====

4.
Entry from OMol25: a structure of composition C5H9IrO3 in a non-equilibrium geometry (ωB97M-V/def2-TZVPD).

ORCA input file:
```
! wB97M-V def2-TZVPD RIJCOSX def2/J DEFGRID3
* xyz 4 5
H -1.58 -0.11 0.68
O -0.91 0.48 -0.94
O 0.83 0.01 0.42
O -0.04 2.12 0.32
C -2.06 -0.26 -0.55
C 2.01 0.41 0.65
C -2.31 -1.47 -1.38
C 2.98 -0.49 1.20
C -0.25 0.93 0.14
H -2.89 0.45 -0.48
H 2.23 1.47 0.44
H -2.33 -2.33 -0.70
H -3.31 -1.39 -1.84
H -1.55 -1.61 -2.15
H 3.86 -0.44 0.53
H 3.34 -0.04 2.14
H 2.61 -1.51 1.32
Ir -0.63 3.77 0.21
*
```

Its HOMO-LUMO gap (alpha / beta) is 8.840 / 6.741 eV. As for the HOMO energy (alpha / beta): -29.08 / -29.06 eV. The molar mass comes out at 309.34 g mol⁻¹. The calculated total energy comes out at -14245.3431 eV.

Löwdin atomic charge list, values in e, 8 entries: 0.31 0.14 0.23 -0.07 0.02 0.06 0.16 0.12

=====

5.
Entry from OMol25: a structure of composition C48H61GaN3O4Sb (ωB97M-V/def2-TZVPD).

ORCA input file:
```
! wB97M-V def2-TZVPD RIJCOSX def2/J DEFGRID3
* xyz 2 1
Ga -0.96 0.34 0.25
C 3.23 -0.79 6.48
C 3.43 -0.85 4.97
C 4.53 0.16 4.58
C 3.89 -2.27 4.59
C 2.16 -0.52 4.19
C 2.17 -0.56 2.82
C 1.00 -0.26 2.11
N 0.80 -0.34 0.79
C 1.48 -0.99 -0.19
C 2.84 -1.18 -0.33
C 3.32 -1.92 -1.39
C 2.39 -2.53 -2.27
C 1.02 -2.40 -2.22
C 0.53 -1.56 -1.17
O -0.71 -1.28 -1.00
C 0.17 -3.17 -3.23
C -1.35 -2.99 -3.08
C 0.47 -4.67 -3.05
C 0.56 -2.74 -4.65
C 4.83 -2.09 -1.57
C 5.18 -2.93 -2.80
C 5.40 -2.78 -0.32
C 5.46 -0.70 -1.73
C -0.26 0.03 2.82
O -1.35 0.12 2.10
C -0.25 0.12 4.23
C 0.95 -0.16 4.85
C -1.46 0.45 5.13
C -1.06 1.56 6.11
C -1.84 -0.82 5.91
C -2.70 0.94 4.38
H 4.16 -1.05 6.98
H 2.47 -1.50 6.82
H 2.95 0.21 6.82
H 5.44 -0.05 5.14
H 4.22 1.18 4.81
H 4.77 0.11 3.52
H 4.79 -2.53 5.16
H 4.13 -2.35 3.53
H 3.12 -3.01 4.83
H 3.07 -0.83 2.29
H 3.53 -0.69 0.35
H 2.79 -3.15 -3.06
H -1.71 -3.30 -2.10
H -1.84 -3.61 -3.83
H -1.65 -1.96 -3.25
H 0.19 -5.01 -2.05
H 1.52 -4.90 -3.20
H -0.10 -5.25 -3.77
H 0.45 -1.66 -4.77
H -0.08 -3.23 -5.37
H 1.59 -3.00 -4.89
H 4.81 -3.95 -2.72
H 6.27 -2.99 -2.89
H 4.80 -2.49 -3.72
H 4.96 -3.76 -0.17
H 5.23 -2.19 0.58
H 6.48 -2.90 -0.43
H 5.05 -0.17 -2.59
H 6.54 -0.81 -1.88
H 5.31 -0.08 -0.84
H 0.98 -0.12 5.92
H -0.25 1.27 6.77
H -1.92 1.81 6.74
H -0.75 2.46 5.58
H -1.02 -1.16 6.54
H -2.12 -1.63 5.24
H -2.69 -0.61 6.56
H -2.48 1.82 3.77
H -3.46 1.22 5.12
H -3.13 0.16 3.75
C -1.39 5.43 1.75
O -0.61 4.29 1.33
C -1.18 3.16 1.03
O -0.45 2.27 0.55
N -2.50 3.02 1.22
N -3.12 1.81 0.90
H -0.68 6.24 1.87
H -1.87 5.22 2.71
H -2.12 5.68 0.98
H -3.01 3.71 1.75
H -3.92 1.99 0.30
H -3.41 1.34 1.76
C 0.08 0.62 -6.46
C 0.76 1.19 -5.40
C 0.15 1.30 -4.16
C -1.15 0.84 -3.98
C -1.83 0.25 -5.04
C -1.22 0.14 -6.28
Sb -2.07 1.11 -2.12
C -2.56 3.17 -2.06
C -3.86 3.65 -2.08
C -4.10 5.02 -2.04
C -3.04 5.91 -1.98
C -1.74 5.43 -1.96
C -1.49 4.07 -2.00
C -3.90 0.07 -2.22
C -4.94 0.41 -3.09
C -6.11 -0.33 -3.11
C -6.25 -1.43 -2.27
C -5.21 -1.79 -1.42
C -4.05 -1.04 -1.39
H 0.55 0.53 -7.43
H 1.77 1.56 -5.54
H 0.70 1.75 -3.33
H -2.84 -0.13 -4.91
H -1.75 -0.31 -7.10
H -4.71 2.97 -2.13
H -5.12 5.38 -2.06
H -3.23 6.97 -1.96
H -0.90 6.13 -1.92
H -0.47 3.72 -1.97
H -4.84 1.26 -3.76
H -6.91 -0.06 -3.78
H -7.16 -2.02 -2.29
H -5.32 -2.66 -0.77
H -3.24 -1.36 -0.74
*
```

Its HOMO-LUMO gap (alpha / beta) is 5.794 / 5.965 eV. As for the HOMO energy (alpha / beta): -12.86 / -12.96 eV. The value obtained for the energy relative to the best compared isomer or geometry (same formula, charge and spin) is 0.000 eV. The molar mass comes out at 935.52 g mol⁻¹. The calculated total energy comes out at -122327.9163 eV.

Löwdin atomic charge list, values in e, 8 entries: 0.44 -0.05 -0.55 -0.03 -0.03 -0.11 0.06 -0.12

=====

6.
Entry from OMol25: a cluster of 2 separate species, C20H36ClF4I2N2O6P in total in a non-equilibrium geometry (ωB97M-V/def2-TZVPD).

ORCA input file:
```
! wB97M-V def2-TZVPD RIJCOSX def2/J DEFGRID3
* xyz 0 1
C -6.05 -2.78 -1.93
O -4.67 -3.08 -1.98
C -3.90 -2.09 -1.35
C -2.42 -2.33 -1.64
C -1.58 -1.03 -1.55
C -0.34 -1.23 -0.64
C 0.25 -0.09 0.25
C 1.24 -0.88 1.15
O 2.06 -1.74 0.37
C 2.43 -2.87 1.01
F 3.43 -3.42 0.35
F 1.42 -3.76 1.07
F 2.83 -2.64 2.27
C 0.85 1.08 -0.58
C 1.23 0.70 -2.03
O 2.29 -0.24 -2.11
C 2.86 -0.17 -3.40
C 4.23 -0.79 -3.50
O 2.24 0.33 -4.28
C 2.03 1.97 -0.09
I 1.64 3.51 1.42
C 3.35 1.21 0.25
C 3.91 1.26 1.67
I 4.90 2.02 -1.01
C -0.44 1.92 -0.84
N -0.22 3.32 -1.22
C -1.30 1.73 0.44
N -0.76 0.57 1.21
C -0.22 0.90 2.59
C -1.01 1.91 3.43
C -0.16 2.25 4.67
Cl -0.60 1.24 6.07
P -2.36 -0.49 1.52
O -3.42 0.49 2.25
O -1.83 -1.62 2.53
H -6.61 -3.60 -2.37
H -6.28 -1.87 -2.50
H -6.37 -2.62 -0.89
H -4.09 -2.14 -0.26
H -4.22 -1.10 -1.71
H -2.07 -3.07 -0.92
H -2.36 -2.77 -2.63
H -1.28 -0.81 -2.57
H -2.25 -0.24 -1.23
H 0.47 -1.54 -1.30
H -0.51 -2.07 0.03
H 1.89 -0.24 1.73
H 0.63 -1.49 1.82
H 0.37 0.28 -2.53
H 1.47 1.60 -2.61
H 4.11 -1.74 -4.03
H 4.65 -1.03 -2.53
H 4.88 -0.14 -4.08
H 2.25 2.63 -0.92
H 3.28 0.17 -0.06
H 4.69 0.49 1.74
H 3.18 1.01 2.44
H 4.41 2.20 1.90
H -1.04 1.48 -1.64
H -1.03 3.87 -0.95
H -0.19 3.37 -2.23
H -2.33 1.58 0.11
H -1.33 2.67 0.98
H 0.81 1.22 2.57
H -0.23 -0.04 3.15
H -1.93 1.49 3.83
H -1.21 2.85 2.92
H -0.34 3.28 4.95
H 0.91 2.16 4.48
H -3.66 0.22 3.15
H -2.15 -2.48 2.22
F 1.55 1.25 -6.44
*
```

Its HOMO-LUMO gap is 3.553 eV. As for the HOMO energy: -4.68 eV. The molar mass comes out at 796.74 g mol⁻¹. The calculated total energy comes out at -85467.1150 eV.

Löwdin atomic charge list, values in e, 8 entries: -0.11 -0.18 -0.27 -0.14 -0.18 -0.11 -0.23 -0.10